No. 1
Below is a 7-piece molecular cluster, C48H47N8O16P overall, with properties calculated with wB97M-V/def2-TZVPD.

Each line ends with the Mulliken charge.
Element x y z (Å)
C 2.857 -2.326 3.505  -1.50
C 2.107 -1.763 2.194  0.63
C 0.793 -1.169 2.814  -0.80
C -0.409 -0.982 1.841  0.21
C -0.856 -1.905 0.810  -0.07
C -2.042 -1.587 0.008  -0.65
C -2.815 -0.368 0.190  -0.60
C -2.381 0.565 1.225  -0.57
C -1.205 0.246 2.010  0.20
N 2.053 -2.908 1.276  -0.05
C 3.128 -3.103 0.403  -0.16
O 3.299 -3.956 -0.438  -0.77
C 4.064 -1.864 0.757  -0.32
N 4.972 -1.388 -0.327  -0.44
C 3.070 -0.795 1.383  0.82
O 2.434 -0.288 0.176  -0.56
P 3.816 0.579 2.437  -0.09
O 2.732 1.860 2.376  -0.31
O 5.188 1.097 1.591  -0.45
H 3.932 -2.555 3.328  0.31
H 2.777 -1.497 4.268  0.37
H 2.258 -3.176 3.909  0.48
H 1.028 -0.153 3.245  0.42
H 0.484 -1.793 3.701  0.45
H -0.330 -2.864 0.646  0.24
H -2.424 -2.294 -0.769  0.34
H -3.733 -0.119 -0.385  0.36
H -2.933 1.510 1.454  0.45
H -0.908 0.960 2.814  -0.17
H 1.430 -3.684 1.480  0.43
H 4.815 -2.313 1.479  0.33
H 5.397 -2.237 -0.726  0.32
H 5.758 -0.966 0.188  0.32
H 3.075 0.331 -0.226  0.17
H 2.225 1.814 1.538  0.35
H 4.932 1.768 0.914  0.37
O -0.007 3.227 3.405  -0.53
N -0.619 2.785 4.360  0.99
O -0.468 1.662 4.816  -0.58
C -1.609 3.655 5.000  0.00
C -1.837 4.925 4.487  -0.15
C -2.794 5.734 5.080  -0.60
C -3.509 5.274 6.179  -0.42
C -3.266 4.006 6.693  -0.59
C -2.312 3.189 6.102  -0.27
H -1.286 5.291 3.630  0.46
H -2.987 6.723 4.685  0.40
H -4.261 5.906 6.637  0.41
H -3.824 3.653 7.551  0.39
H -2.132 2.202 6.507  0.46
O 4.049 2.400 -0.581  -0.74
N 4.258 2.012 -1.732  1.11
O 4.199 0.856 -2.081  -0.58
C 4.599 3.019 -2.736  -0.29
C 4.708 4.349 -2.354  0.02
C 5.056 5.302 -3.302  -0.27
C 5.287 4.918 -4.619  -0.69
C 5.165 3.584 -4.993  -0.44
C 4.821 2.627 -4.050  -0.50
H 4.530 4.655 -1.334  0.66
H 5.150 6.338 -3.019  0.41
H 5.564 5.662 -5.356  0.40
H 5.344 3.290 -6.020  0.38
H 4.731 1.591 -4.350  0.45
O -6.937 5.653 1.874  -0.61
N -6.364 4.849 2.585  1.03
O -5.458 5.127 3.352  -0.58
C -6.786 3.447 2.512  -0.07
C -7.788 3.080 1.624  -0.37
C -8.166 1.748 1.541  -0.45
C -7.547 0.797 2.344  -0.47
C -6.552 1.175 3.236  -0.50
C -6.166 2.505 3.323  -0.15
H -8.276 3.813 0.995  0.45
H -8.943 1.449 0.847  0.39
H -7.841 -0.244 2.272  0.39
H -6.074 0.432 3.862  0.40
H -5.387 2.790 4.019  0.54
O -1.680 -8.464 -4.398  -0.62
N -1.638 -7.246 -4.350  1.05
O -2.425 -6.507 -4.922  -0.62
C -0.571 -6.629 -3.561  0.00
C 0.365 -7.437 -2.927  -0.17
C 1.389 -6.847 -2.199  -0.78
C 1.470 -5.462 -2.104  -0.54
C 0.521 -4.663 -2.734  -0.73
C -0.504 -5.245 -3.467  -0.19
H 0.311 -8.516 -2.995  0.45
H 2.127 -7.468 -1.706  0.40
H 2.277 -4.999 -1.536  0.85
H 0.585 -3.584 -2.656  0.50
H -1.235 -4.614 -3.956  0.43
O 6.120 8.146 -1.697  -0.61
N 5.600 7.427 -0.862  1.07
O 4.547 6.833 -1.026  -0.63
C 6.281 7.267 0.425  0.17
C 7.463 7.955 0.663  -0.38
C 8.092 7.819 1.891  -0.47
C 7.541 6.997 2.868  -0.35
C 6.363 6.304 2.617  -0.67
C 5.727 6.438 1.392  -0.23
H 7.899 8.598 -0.091  0.44
H 9.011 8.356 2.091  0.37
H 8.032 6.897 3.829  0.38
H 5.939 5.662 3.379  0.41
H 4.808 5.896 1.207  0.49
O -9.354 -9.882 -6.315  -0.61
N -8.675 -9.123 -6.984  0.99
O -9.041 -8.607 -8.025  -0.60
C -7.323 -8.815 -6.506  -0.05
C -6.857 -9.413 -5.343  -0.31
C -5.569 -9.137 -4.906  -0.45
C -4.761 -8.266 -5.627  0.10
C -5.240 -7.664 -6.784  -0.63
C -6.526 -7.938 -7.229  -0.29
H -7.479 -10.093 -4.774  0.44
H -5.193 -9.603 -4.003  0.39
H -3.755 -8.056 -5.288  0.24
H -4.608 -6.984 -7.342  0.38
H -6.889 -7.467 -8.133  0.43

SMILES string	C[C@]1(Cc2ccccc2)NC(=O)[C@@H](N)[C@]1(O)P(O)O.O=[N+]([O-])c1ccccc1.O=[N+]([O-])c1ccccc1.O=[N+]([O-])c1ccccc1.O=[N+]([O-])c1ccccc1.O=[N+]([O-])c1ccccc1.O=[N+]([O-])c1ccccc1



No. 2
Below is C48H48F4N3O4Ti as an isolated structure, with properties calculated with wB97M-V/def2-TZVPD.

Each line ends with the Mulliken charge.
Element x y z (Å)
Ti 0.695 0.753 -0.676  0.67
C 3.089 3.534 1.553  -1.23
C 3.570 2.314 0.793  -0.69
N 2.850 1.985 -0.514  0.45
C 2.759 3.172 -1.385  -0.91
C 4.032 3.828 -1.938  -1.84
C 3.679 0.877 -0.999  -1.12
C 3.125 0.383 -2.286  -1.07
N 1.691 0.150 -2.217  1.30
C 1.210 -0.516 -3.345  -1.08
C 0.378 0.134 -4.271  0.48
F -0.154 1.294 -3.885  -0.35
C 0.200 -0.376 -5.528  0.00
F -0.612 0.244 -6.393  -0.36
C 0.734 -1.578 -5.919  -0.43
C 1.472 -2.307 -4.994  0.12
F 1.867 -3.566 -5.134  -0.33
C 1.722 -1.752 -3.735  0.72
F 2.544 -2.435 -2.927  -0.48
H 3.864 3.859 2.288  0.43
H 2.192 3.440 2.126  -0.02
H 3.097 4.348 0.844  0.42
H 4.597 2.583 0.536  0.74
H 3.644 1.440 1.446  0.43
H 2.342 3.919 -0.774  0.58
H 2.033 2.921 -2.149  0.30
H 4.862 4.039 -1.177  0.25
H 3.771 4.799 -2.345  0.48
H 4.465 3.239 -2.728  0.37
H 3.595 0.031 -0.366  0.25
H 4.734 1.193 -1.085  0.54
H 3.668 -0.484 -2.594  0.72
H 3.281 1.095 -3.128  0.32
H 0.478 -2.016 -6.858  0.54
C -1.908 -3.758 3.088  -1.93
C -2.524 -2.635 2.320  1.27
C -4.014 -2.578 2.445  -1.53
O -2.252 -2.737 0.908  -0.34
C -1.301 -1.797 0.529  -0.65
C -1.224 -0.786 1.703  0.02
O -1.964 -1.402 2.769  -0.44
C 0.268 -0.455 2.094  1.43
O 0.872 0.171 1.009  1.00
C 0.281 0.516 3.221  -0.68
C 1.543 0.860 3.699  -0.15
C 1.700 1.906 4.593  -1.10
C 0.597 2.602 5.005  -0.51
C -0.677 2.247 4.624  -1.30
C -0.865 1.217 3.687  0.40
C 1.041 -1.741 2.371  0.38
C 1.787 -2.462 1.429  -0.37
C 2.469 -3.606 1.808  -1.08
C 2.372 -4.149 3.099  -0.76
C 1.672 -3.425 4.021  -0.85
C 1.016 -2.252 3.690  -0.26
C -1.737 -1.138 -0.813  1.51
O -0.767 -0.135 -1.077  0.74
C -1.643 -2.138 -2.000  -0.41
C -0.815 -3.290 -1.861  -0.27
C -0.704 -4.150 -2.942  -0.71
C -1.391 -3.862 -4.157  -0.75
C -2.144 -2.684 -4.287  -0.84
C -2.262 -1.860 -3.196  -0.48
C -3.105 -0.507 -0.729  0.36
C -3.227 0.868 -0.825  -0.44
C -4.513 1.444 -0.875  -0.89
C -5.661 0.684 -0.725  -0.76
C -5.533 -0.682 -0.724  -0.93
C -4.256 -1.289 -0.696  0.13
H -2.613 -4.631 3.096  0.45
H -1.743 -3.440 4.086  0.39
H -0.941 -4.072 2.760  0.34
H -4.475 -3.447 1.910  0.34
H -4.319 -1.623 1.946  0.28
H -4.377 -2.576 3.472  0.43
H -0.343 -2.262 0.328  -0.01
H -1.764 0.184 1.441  0.58
H 2.422 0.312 3.375  0.55
H 2.695 2.219 4.968  0.41
H 0.752 3.262 5.819  0.53
H -1.459 2.865 5.024  0.52
H -1.916 1.091 3.422  0.40
H 1.893 -2.142 0.431  0.53
H 3.131 -4.159 1.093  0.40
H 2.857 -5.077 3.386  0.43
H 1.584 -3.817 5.062  0.36
H 0.462 -1.632 4.400  0.62
H -0.373 -3.588 -0.929  0.39
H -0.015 -4.978 -2.887  0.44
H -1.301 -4.534 -5.019  0.40
H -2.761 -2.483 -5.206  0.37
H -2.847 -0.975 -3.229  0.62
H -2.367 1.503 -0.915  0.31
H -4.661 2.532 -0.891  0.39
H -6.567 1.219 -0.695  0.51
H -6.388 -1.360 -0.679  0.41
H -4.233 -2.376 -0.768  0.53
C -1.036 5.236 0.476  -0.61
C -0.808 4.263 1.405  -0.80
C -0.278 3.061 1.011  0.11
N -0.069 2.823 -0.293  1.49
C -0.330 3.777 -1.221  -0.32
C -0.895 4.993 -0.898  -1.34
H -1.252 6.226 0.833  0.48
H -1.023 4.497 2.447  0.50
H 0.033 2.310 1.736  -0.30
H -0.139 3.400 -2.233  0.38
H -1.143 5.857 -1.508  0.49

charge	+1
relative energy (zero: lowest compared OMol25 entry of this formula, charge and spin)	3.0	kJ/mol



No. 3
Below is C48H48GeN6OTi as an isolated structure, with properties calculated with wB97M-V/def2-TZVPD.

Each line ends with the Mulliken charge.
Element x y z (Å)
Ti 0.096 -0.816 -0.509  -1.71
C -3.630 0.776 -2.727  -0.95
C -2.206 1.059 -3.222  -0.92
C -1.229 1.445 -2.090  -1.07
N -0.029 0.629 -1.922  1.24
C 0.966 0.758 -2.813  1.36
C 0.817 1.442 -4.018  -0.74
C 1.718 1.694 -5.058  -0.86
C 3.064 1.452 -5.152  -0.76
C 3.853 0.885 -4.144  -0.62
C 3.489 0.323 -2.950  -0.38
C 2.200 0.074 -2.384  -0.29
N 2.045 -0.659 -1.313  1.36
C 3.169 -1.404 -0.763  -1.70
C 2.643 -2.529 0.103  0.08
C 1.755 -3.449 -0.719  -1.05
N 0.574 -2.744 -1.182  0.57
C 0.154 -2.807 -2.456  1.33
C 0.933 -3.148 -3.553  -0.53
C 0.550 -3.394 -4.881  -0.92
C -0.697 -3.611 -5.403  -0.71
C -1.899 -3.612 -4.669  -0.38
C -2.154 -3.131 -3.418  -1.69
C -1.278 -2.402 -2.546  0.95
N -1.665 -1.571 -1.630  1.26
C -3.098 -1.375 -1.384  -1.06
C -3.919 -0.701 -2.484  -0.65
H -3.821 1.348 -1.812  0.20
H -4.350 1.136 -3.465  0.41
H -1.822 0.193 -3.768  0.49
H -2.243 1.878 -3.944  0.75
H -0.910 2.483 -2.219  1.10
H -1.757 1.408 -1.139  -0.84
H -0.177 1.819 -4.206  0.26
H 1.271 2.189 -5.914  0.39
H 3.569 1.776 -6.052  0.36
H 4.922 0.894 -4.328  0.39
H 4.314 -0.010 -2.336  0.42
H 3.766 -1.834 -1.574  0.70
H 3.816 -0.733 -0.192  0.45
H 3.476 -3.089 0.532  0.65
H 2.082 -2.121 0.954  -0.57
H 2.335 -3.892 -1.532  0.42
H 1.419 -4.281 -0.090  0.42
H 1.997 -3.211 -3.363  0.13
H 1.378 -3.496 -5.575  0.37
H -0.760 -3.882 -6.449  0.37
H -2.761 -4.030 -5.181  0.37
H -3.170 -3.237 -3.057  0.54
H -3.535 -2.355 -1.159  0.64
H -3.182 -0.782 -0.480  -0.49
H -3.804 -1.230 -3.432  0.40
H -4.967 -0.816 -2.192  0.51
O -0.694 -1.510 0.980  -0.06
C -1.607 -2.089 1.748  0.03
C -1.486 -3.456 2.014  -0.63
C -2.403 -4.100 2.823  -0.60
C -3.464 -3.390 3.375  -1.08
C -3.586 -2.039 3.105  -1.44
C -2.665 -1.358 2.305  0.51
C -2.839 0.077 2.037  0.25
N -2.444 0.749 0.975  0.48
C -2.936 2.025 1.125  -0.56
C -3.635 2.128 2.285  -1.27
N -3.562 0.882 2.864  0.02
H -0.659 -3.985 1.558  0.40
H -2.297 -5.161 3.016  0.46
H -4.196 -3.886 3.998  0.39
H -4.439 -1.503 3.504  0.47
H -2.718 2.807 0.412  0.62
H -4.126 2.958 2.763  0.49
H -3.918 0.625 3.766  0.26
C 2.962 1.802 0.462  -1.90
Ge 1.247 1.026 1.132  3.02
C 0.182 2.675 1.368  -0.90
C 0.039 3.559 0.297  -0.23
C -0.676 4.743 0.423  -0.76
C -1.249 5.080 1.644  -0.62
C -1.101 4.222 2.726  -0.86
C -0.403 3.030 2.583  0.77
C 1.670 0.433 2.989  0.46
C 1.377 -0.857 3.355  0.17
C 1.695 -1.380 4.633  -1.51
C 2.324 -0.598 5.551  -0.87
C 2.654 0.745 5.237  0.71
C 3.304 1.570 6.190  -0.75
C 3.615 2.866 5.902  -0.55
C 3.283 3.399 4.638  -1.27
C 2.660 2.623 3.702  0.14
C 2.326 1.267 3.960  0.54
H 2.993 2.868 0.689  0.66
H 3.068 1.696 -0.617  0.49
H 3.820 1.330 0.946  0.40
H 0.506 3.328 -0.658  0.45
H -0.774 5.412 -0.425  0.43
H -1.798 6.007 1.753  0.36
H -1.533 4.482 3.686  0.47
H -0.305 2.370 3.440  0.36
H 0.887 -1.512 2.650  -0.19
H 1.434 -2.405 4.868  0.49
H 2.580 -0.982 6.533  0.36
H 3.546 1.146 7.159  0.37
H 4.110 3.486 6.639  0.39
H 3.520 4.431 4.410  0.45
H 2.399 3.053 2.745  0.16

relative energy (zero: lowest compared OMol25 entry of this formula, charge and spin)	38.3	kJ/mol



Respective molar mass values: 1022.9, 854.8, 845.4 g/mol.
Respective HOMO energy values: -0.313, -0.403, -0.249 Ha.
Respective max |F| values: 3.33, 2.34, 0.87 eV/Å.